# 1
Density functional theory data (ωB97M-V with the def2-TZVPD basis set) for an isolated ion of composition C3H6BrN2O and charge +1.

Structure (XYZ):
```
13
Properties=species:S:1:pos:R:3:mulliken_charge:R:1
C -0.0934 -0.8975 -0.8330 -0.01
C -2.1998 -0.6439 0.9735 0.21
C 0.8207 1.1587 0.1791 -0.86
N -0.0854 0.1198 -0.0342 -0.26
N -1.1411 -1.7621 -0.6674 -0.28
O -1.6150 -1.6956 0.6162 -0.02
Br -3.1726 0.4044 -0.1675 0.13
H 0.8059 -1.0073 -1.4520 0.42
H -2.3680 -0.6233 2.1152 0.37
H 1.8214 0.8993 0.0661 0.36
H 0.8529 2.0693 -0.5143 0.29
H 0.6962 1.4409 1.2026 0.32
H -0.8560 -2.7090 -0.8655 0.33
```

The calculation puts the HOMO-LUMO gap at 8.5895 eV. As for the net charge: +1. The calculation puts the total energy at -2876.2544 a.u.

***

# 2
Density functional theory data (ωB97M-V with the def2-TZVPD basis set) for C11H17BN6Tc as an isolated structure.

Structure (XYZ):
```
36
Properties=species:S:1:pos:R:3:mulliken_spin:R:1
H 1.2311 3.5295 -0.1201 0.00
N 0.6838 2.0141 -1.5101 0.00
B 0.3416 0.5865 -3.6210 -0.03
N 0.6801 1.9361 -2.9185 0.04
C 1.0459 3.1340 -3.4019 0.04
Tc 0.4265 0.3667 -0.3501 2.28
H 1.1038 3.2934 -4.4735 0.00
C 1.2825 3.9987 -2.3382 0.07
H 1.5457 5.0349 -2.4137 0.00
C 1.0908 3.2653 -1.1616 0.00
H 0.3685 0.6847 -4.8128 0.00
C -1.9197 -2.6898 2.8431 0.00
H -1.6349 -3.4361 3.6007 0.00
H -1.2849 -2.8020 1.9603 0.00
H -2.9658 -2.8746 2.5642 0.00
N -1.0642 0.1584 -3.0930 0.12
N 1.3238 -0.4734 -3.0874 0.03
N -1.2353 -0.0198 -1.7424 0.09
N 1.4689 -0.6776 -1.7110 -0.02
C -2.2112 -0.1696 -3.7208 0.07
C 2.0575 -1.3939 -3.7171 0.03
H -2.2528 -0.0869 -4.7987 0.00
H 2.0709 -1.4151 -4.7988 0.00
C -3.1402 -0.5491 -2.7574 0.27
C 2.6759 -2.2036 -2.7845 0.04
C -2.4894 -0.4582 -1.5157 0.00
C 2.3128 -1.7256 -1.5204 0.03
H -4.1558 -0.8329 -2.9376 0.00
H 3.3019 -3.0490 -2.9809 0.00
H -2.8190 -0.6594 -0.5041 -0.01
H 2.5760 -2.0102 -0.5205 0.00
H -1.8528 -1.7213 3.3200 0.00
C 1.7907 0.5418 1.1251 -0.08
H 1.3733 1.2054 1.9035 0.02
H 2.7743 0.9547 0.8375 0.02
H 1.9771 -0.4378 1.6045 0.01
```

The calculation puts the HOMO-LUMO gap (alpha / beta) at 8.3686 / 3.9170 eV. As for the expectation value of S²: 3.78. As for the net charge: +2. The calculation puts the total energy at -862.8729 a.u. The multiplicity is 4.